No. 1
{
  "formula": "C40H60MgN4O3",
  "method": "ωB97M-V/def2-TZVPD",
  "spin_multiplicity": 1,
  "total_charge": 0,
  "energy_ha": -2205.23198,
  "orbital_gap_ha": 0.25231,
  "elements": ["Mg", "C", "N", "C", "C", "C", "N", "C", "C", "C", "C", "C", "C", "C", "O", "C", "C", "C", "C", "C", "C", "C", "C", "C", "C", "C", "C", "C", "C", "C", "O", "C", "C", "C", "C", "C", "C", "C", "C", "H", "H", "H", "H", "H", "H", "H", "H", "H", "H", "H", "H", "H", "H", "H", "H", "H", "H", "H", "H", "H", "H", "H", "H", "H", "H", "H", "H", "H", "H", "H", "H", "H", "H", "H", "H", "H", "H", "H", "H", "H", "H", "H", "H", "H", "H", "H", "H", "H", "H", "H", "H", "H", "H", "N", "C", "O", "C", "C", "C", "C", "N", "C", "H", "H", "H", "H", "H", "H"],
  "coordinates": [[-1.20716, -1.89378, -0.50559], [-1.79656, -4.89648, -0.46839], [-2.52026, -3.63548, -0.45369], [-3.57646, -3.66248, -1.45279], [-3.13166, -3.41588, 0.84641], [-2.09286, -3.19568, 1.93211], [-1.27226, -2.03818, 1.61161], [-1.94326, -0.84188, 2.12041], [-1.55616, 0.48072, 1.52061], [-1.16196, 1.50912, 2.35721], [-1.03146, 2.80402, 1.88251], [-1.37886, 3.02512, 0.55281], [-1.78886, 2.02562, -0.31639], [-1.81336, 0.69062, 0.15331], [-2.11666, -0.34498, -0.60569], [-2.25276, 2.35052, -1.73429], [-2.30356, 3.85442, -2.02709], [-1.29946, 1.70322, -2.74389], [-3.66886, 1.79032, -1.93319], [-0.55486, 3.96062, 2.75201], [-1.61586, 5.07242, 2.78271], [-0.27086, 3.54172, 4.20041], [0.74824, 4.51132, 2.15381], [0.05254, -2.17378, 2.21411], [1.11854, -1.21838, 1.74761], [1.95124, -0.63288, 2.68181], [3.09444, 0.05442, 2.30401], [3.37464, 0.11202, 0.94541], [2.57204, -0.46298, -0.02929], [1.38744, -1.12908, 0.36681], [0.56744, -1.71388, -0.47759], [2.98944, -0.44868, -1.49929], [1.91234, 0.26262, -2.32349], [3.13614, -1.89978, -1.97969], [4.32074, 0.26592, -1.75899], [4.02814, 0.62112, 3.36741], [3.27164, 1.61572, 4.25681], [4.55074, -0.53948, 4.22751], [5.24114, 1.33792, 2.76671], [-2.40516, -5.71468, -0.05139], [-0.87716, -4.80948, 0.10541], [-1.53036, -5.15868, -1.49069], [-4.34346, -4.41238, -1.20419], [-3.16766, -3.90878, -2.43209], [-4.04486, -2.68228, -1.51279], [-3.77906, -4.26968, 1.12371], [-3.75726, -2.52568, 0.76771], [-1.46776, -4.08608, 2.02641], [-2.60516, -3.06838, 2.89871], [-1.82466, -0.79608, 3.21551], [-3.01336, -0.95728, 1.91181], [-0.97856, 1.28432, 3.39731], [-1.32976, 4.03642, 0.18701], [-1.31536, 4.30272, -1.95609], [-2.97976, 4.36532, -1.34479], [-2.66506, 4.01582, -3.04199], [-0.32556, 2.18102, -2.69259], [-1.67836, 1.81872, -3.76019], [-1.17246, 0.64962, -2.51559], [-4.36776, 2.29122, -1.26779], [-3.68546, 0.72772, -1.71019], [-4.00256, 1.95042, -2.95879], [-2.55406, 4.68752, 3.17711], [-1.80066, 5.47212, 1.78931], [-1.28336, 5.88882, 3.42171], [-1.16926, 3.16912, 4.68791], [0.07894, 4.40682, 4.76181], [0.50214, 2.77912, 4.24111], [0.58304, 4.90112, 1.15311], [1.48834, 3.71682, 2.08821], [1.14514, 5.31222, 2.77561], [0.41994, -3.17888, 1.96021], [-0.03266, -2.11758, 3.31331], [1.71634, -0.74938, 3.73371], [4.26834, 0.61972, 0.62961], [0.94424, -0.19708, -2.15169], [2.15284, 0.21232, -3.38469], [1.85674, 1.30742, -2.02859], [2.21184, -2.43578, -1.79979], [3.93964, -2.39628, -1.43939], [3.36234, -1.92748, -3.04489], [4.27454, 1.30792, -1.45309], [4.53234, 0.24342, -2.82599], [5.14384, -0.22528, -1.24529], [2.44984, 1.13312, 4.77871], [2.86774, 2.42892, 3.65831], [3.94114, 2.03862, 5.00341], [3.73694, -1.07008, 4.71331], [5.22284, -0.16578, 4.99751], [5.09434, -1.24808, 3.60621], [4.93364, 2.15032, 2.11351], [5.85674, 0.64062, 2.20371], [5.85454, 1.75852, 3.56171], [-2.90086, -0.33808, -5.82999], [-2.08266, -1.37808, -6.09759], [-1.96206, -1.83978, -7.21439], [-1.35036, -1.97698, -4.93729], [-0.29916, -2.84518, -5.22849], [0.34394, -3.48978, -4.18889], [-0.07086, -3.22638, -2.89209], [-1.06136, -2.39878, -2.60679], [-1.69346, -1.79528, -3.59919], [-3.38066, 0.07882, -6.61179], [-2.93636, 0.12042, -4.93729], [-0.02046, -3.00338, -6.25959], [1.14404, -4.18858, -4.37659], [0.40274, -3.69818, -2.04759], [-2.51696, -1.16358, -3.29779]]
}

***

No. 2
{
  "formula": "C29H31ClN4OPS2V",
  "method": "ωB97M-V/def2-TZVPD",
  "spin_multiplicity": 4,
  "total_charge": -1,
  "energy_ha": -3960.05578,
  "s2": 3.810,
  "orbital_gap_ha": [0.19222, 0.25291],
  "elements": ["V", "Cl", "C", "C", "C", "C", "O", "C", "C", "N", "C", "C", "C", "C", "C", "C", "C", "C", "N", "C", "C", "H", "H", "H", "H", "H", "H", "H", "H", "H", "H", "S", "C", "S", "C", "C", "N", "C", "N", "C", "C", "C", "P", "C", "C", "C", "C", "C", "C", "H", "H", "H", "H", "H", "H", "H", "H", "H", "H", "H", "H", "H", "H", "H", "H", "H", "H", "H", "H", "H"],
  "coordinates": [[-0.69537, 0.28077, -0.15843], [-6.29398, -4.23682, -0.74252], [-4.91567, -3.26620, -0.26943], [-4.02722, -3.74942, 0.69511], [-2.94982, -2.98718, 1.07643], [-2.69561, -1.72716, 0.49666], [-1.64522, -1.04028, 0.88858], [-3.61021, -1.25147, -0.46925], [-3.53308, 0.09532, -0.99760], [-2.52218, 0.85749, -0.83061], [-2.55392, 2.25136, -1.09867], [-3.40830, 2.90893, -1.96829], [-3.33108, 4.29253, -2.07839], [-2.42457, 5.01265, -1.32108], [-1.54430, 4.36683, -0.43685], [-0.58190, 5.04293, 0.36590], [0.23145, 4.29405, 1.21024], [0.13460, 2.92476, 1.25121], [-0.74888, 2.21140, 0.47402], [-1.60921, 2.95737, -0.34078], [-4.71702, -2.03436, -0.82999], [-4.19618, -4.72436, 1.13497], [-2.25566, -3.34429, 1.82597], [-4.42731, 0.48615, -1.48369], [-4.10359, 2.35372, -2.58506], [-3.98143, 4.80653, -2.77509], [-2.36984, 6.09107, -1.41426], [-0.49688, 6.12068, 0.31045], [0.95811, 4.77753, 1.85153], [0.76037, 2.34825, 1.91294], [-5.41869, -1.65467, -1.56377], [-0.43102, -1.43882, -1.86102], [0.43960, -0.29559, -2.81964], [0.43690, 1.27369, -2.11722], [1.10821, -0.62026, -3.98610], [1.86042, 0.37230, -4.69932], [2.46599, 1.16651, -5.27597], [1.11447, -1.96174, -4.49532], [1.12152, -3.03848, -4.90846], [2.54385, -2.96710, -0.44293], [1.92338, -2.41004, 0.84092], [0.66184, -3.20079, 1.19155], [1.60881, -0.57216, 0.85070], [3.26802, 0.04978, 0.28445], [3.48124, -0.03186, -1.23668], [3.56490, 1.48365, 0.73161], [1.69506, -0.19163, 2.68621], [2.86812, -0.78504, 3.46538], [0.38402, -0.45074, 3.44107], [2.63393, -4.05219, -0.33627], [3.54283, -2.57288, -0.62875], [1.92052, -2.77213, -1.31671], [2.65694, -2.55007, 1.63812], [-0.08721, -3.09055, 0.40779], [0.20671, -2.88483, 2.13053], [0.91100, -4.26354, 1.27225], [3.98175, -0.62860, 0.76301], [3.09881, 0.86301, -1.72523], [2.99225, -0.87822, -1.71524], [4.55330, -0.10239, -1.44167], [2.80358, 2.16986, 0.35028], [4.52431, 1.79669, 0.31058], [3.62877, 1.60365, 1.81322], [1.83793, 0.88886, 2.68245], [2.74168, -1.85904, 3.61739], [2.91547, -0.32832, 4.45913], [3.83263, -0.62188, 2.98263], [0.33075, -1.48570, 3.78757], [-0.50657, -0.26506, 2.84150], [0.33787, 0.18752, 4.32792]]
}

***

No. 3
{
  "formula": "C2H8N3S2",
  "method": "ωB97M-V/def2-TZVPD",
  "spin_multiplicity": 1,
  "total_charge": 1,
  "energy_ha": -1041.41720,
  "orbital_gap_ha": 0.31927,
  "elements": ["C", "C", "N", "N", "N", "S", "S", "H", "H", "H", "H", "H", "H", "H", "H"],
  "coordinates": [[1.23824, 1.17132, -1.16841], [-0.53474, -0.40810, -0.81197], [2.57131, 1.28545, -1.11929], [0.74286, -0.11573, -0.79708], [-1.05923, -1.56455, -0.53529], [0.22752, 2.37258, -1.60988], [-2.10727, 1.15541, 1.46680], [-1.18451, 0.41620, -1.11992], [3.19701, 0.53608, -0.86796], [2.96668, 2.17176, -1.39136], [1.43555, -0.81043, -0.52674], [-1.28977, 1.51091, 2.45235], [-0.52160, -2.36996, -0.23395], [-2.06250, -1.67711, -0.58206], [-3.15841, 1.09456, 2.27152]]
}

***

No. 4
{
  "formula": "C6H11BrCl2Si",
  "method": "ωB97M-V/def2-TZVPD",
  "spin_multiplicity": 1,
  "total_charge": 0,
  "energy_ha": -4018.97670,
  "orbital_gap_ha": [0.22623, 0.22628],
  "elements": ["C", "C", "C", "C", "C", "C", "Si", "Cl", "Cl", "Br", "H", "H", "H", "H", "H", "H", "H", "H", "H", "H", "H"],
  "coordinates": [[-3.55539, -0.43095, -1.67551], [-2.93236, 0.15762, -0.43697], [-3.69484, -1.09122, -0.33966], [-0.18929, 1.32927, 1.72009], [1.17645, 1.07095, -1.16215], [0.67753, -1.65040, 0.57860], [0.44904, 0.20438, 0.35068], [-2.75521, -2.56685, -0.03788], [-5.32963, -1.29163, 0.33878], [-3.67755, 1.76929, 0.32411], [-4.46417, -0.03590, -2.11787], [-2.88571, -0.87539, -2.40413], [0.31625, 2.29263, 1.71788], [-1.25307, 1.52880, 1.56973], [-0.07723, 0.88803, 2.70610], [0.67613, 2.02233, -1.32409], [2.24078, 1.26986, -1.03258], [1.05759, 0.47674, -2.06450], [0.38948, -1.95593, 1.58107], [0.03762, -2.19597, -0.11200], [1.70415, -1.96541, 0.40778]]
}